No. 1
Entry from OMol25: one molecule with the formula C4H6S3 (ωB97M-V/def2-TZVPD).

Bonds (Å) are listed after each position.
CARTESIAN COORDINATES (ANGSTROEM)
1 C 0.95878 2.02418 0.82044  H5 1.272, H6 1.077, H7 1.202, S11 1.902
2 C -0.88401 -0.24198 -0.18124  S11 1.916, S12 1.623, S13 1.696
3 C 1.68549 -0.69904 -0.51258  C4 1.330, H8 1.040, S13 1.759
4 C 2.91931 -0.76787 -0.02163  C3 1.330, H9 1.156, H10 1.059
5 H 0.88916 3.22829 0.41718  C1 1.272
6 H 1.93720 1.60207 0.66649  C1 1.077
7 H 0.95733 2.01261 2.02249  C1 1.202
8 H 1.36964 -0.33035 -1.43231  C3 1.040
9 H 3.26933 -1.40322 0.87890  C4 1.156
10 H 3.71634 -0.55047 -0.68445  C4 1.059
11 S -0.32429 1.56109 -0.50534  C1 1.902, C2 1.916
12 S -2.44795 -0.53127 0.14206  C2 1.623
13 S 0.25872 -1.43299 0.20713  C2 1.696, C3 1.759

Summary:
LUMO energy: -0.6 eV
Electronic energy: -1350.45758 hartree
Molecular weight: 150.3 g mol⁻¹
Frontier orbital gap: 7.98 eV

***

No. 2
Entry from OMol25: a 2-piece molecular cluster, CH2Cl3OPS2 overall (ωB97M-V/def2-TZVPD).

Bonds (Å) are listed after each position.
CARTESIAN COORDINATES (ANGSTROEM)
1 C 1.33654 -0.77191 -0.02828  P3 1.911, Cl6 1.696, Cl7 1.848, Cl8 1.775
2 O -1.15648 -1.42114 -0.51133  P3 1.559, H9 0.963
3 P -0.04118 -0.72728 -1.35118  C1 1.911, O2 1.559
4 S -0.81762 3.63049 -0.02776  S5 1.935
5 S -1.28415 1.77625 -0.32400  S4 1.935, H10 1.412
6 Cl 2.58680 0.30054 -0.43199  C1 1.696
7 Cl 1.84459 -2.54354 -0.17007  C1 1.848
8 Cl 0.96672 -0.50910 1.68815  C1 1.775
9 H -1.41263 -1.08704 0.35434  O2 0.963
10 H -2.02260 1.35272 0.80213  S5 1.412

Summary:
LUMO energy (alpha / beta): -2.1 / -0.9 eV
Electronic energy: -2632.77424 hartree
Molecular weight: 231.5 g mol⁻¹
Frontier orbital gap (alpha / beta): 5.64 / 8.24 eV

***

Computed relative energy (zero: lowest compared OMol25 entry of this formula, charge and spin), in the same sequence as the records: 2.436, 3.354 eV.